No. 1
The following is a quantum chemistry calculation of C4H4 in the gas phase in a non-equilibrium geometry, from the OMol25 dataset.

- Spin multiplicity: 3
- Electronic energy: -4206.47388 eV
- Strongest force on any atom: 1.7 eV/A
- ⟨S²⟩: 2.051
- M: 52.08 g mol⁻¹

Element x y z (Å)
C  -0.04489  1.41002  -1.05715
C  0.10584  1.25747  0.24966
C  0.01479  -0.11046  0.68276
C  -0.01489  -1.36972  0.37698
H  -0.36318  0.66940  -1.76623
H  0.37210  2.03980  0.94285
H  -0.14811  -2.08289  1.17536
H  0.07835  -1.81362  -0.60424

natural (NBO) analysis output, partial charges in e: number 1, C, carries 0.02; number 2, C, carries -0.46; number 3, C, carries 0.14; number 4, C, carries -0.52; number 5, H, carries 0.16; number 6, H, carries 0.25; number 7, H, carries 0.22; number 8, H, carries 0.20

---

No. 2
The following is a quantum chemistry calculation of 9 unconnected molecules or ions with the total composition H18O9 in a non-equilibrium geometry, from the OMol25 dataset.

- Electronic energy: -18717.17019 eV
- Strongest force on any atom: 5.3 eV/A
- M: 162.13 g mol⁻¹

Element x y z (Å)
O  -0.29379  -0.31948  0.31904
H  -0.10111  -1.19679  0.20529
H  -1.22157  -0.13752  0.05967
O  -2.18118  1.75289  0.67681
H  -2.06343  1.75175  1.63143
H  -1.43262  1.46513  0.22877
O  -2.07917  4.11846  -0.86629
H  -2.71498  4.67627  -1.26359
H  -1.25343  4.52881  -1.33375
O  3.36640  -3.68718  0.58907
H  4.03860  -2.98838  0.56411
H  3.69713  -4.42954  0.14432
O  2.47795  3.14666  2.01053
H  1.54730  3.19262  1.64370
H  2.91108  3.94070  1.90984
O  -3.38531  -2.14032  -2.09374
H  -4.04385  -1.72002  -2.67733
H  -2.87106  -2.57048  -2.74192
O  0.93717  0.19666  -1.44097
H  1.69249  0.63573  -1.10471
H  0.17411  0.64334  -1.07552
O  -4.34226  -2.87954  2.23517
H  -3.36043  -2.75366  2.47060
H  -4.45959  -3.43294  1.47716
O  5.01630  -0.56837  -0.91648
H  5.66192  -0.22264  -0.27081
H  4.28334  -1.00215  -0.38040

natural (NBO) analysis output, partial charges in e: number 1, O, carries -0.95; number 2, H, carries 0.49; number 3, H, carries 0.47; number 4, O, carries -0.93; number 5, H, carries 0.48; number 6, H, carries 0.45; number 7, O, carries -0.92; number 8, H, carries 0.46; number 9, H, carries 0.46; number 10, O, carries -0.94; number 11, H, carries 0.46; number 12, H, carries 0.47; number 13, O, carries -0.95; number 14, H, carries 0.48; number 15, H, carries 0.47; number 16, O, carries -0.93; number 17, H, carries 0.47; number 18, H, carries 0.46; number 19, O, carries -0.94; number 20, H, carries 0.46; number 21, H, carries 0.47; number 22, O, carries -0.96; number 23, H, carries 0.48; number 24, H, carries 0.48; number 25, O, carries -0.94; number 26, H, carries 0.47; number 27, H, carries 0.47

---

No. 3
The following is a quantum chemistry calculation of a molecular structure, CBr2FNO2 in a non-equilibrium geometry, from the OMol25 dataset.

- Electronic energy: -149420.32062 eV
- Strongest force on any atom: 4.1 eV/A
- M: 236.82 g mol⁻¹

Element x y z (Å)
C  -0.45712  -0.41703  0.11739
N  0.77155  0.47350  -0.47942
O  0.53970  1.04566  -1.49646
O  1.62118  0.54701  0.30120
F  -1.05567  -1.06900  -0.92349
Br  -1.59079  0.94732  0.78542
Br  0.17115  -1.52747  1.69537

natural (NBO) analysis output, partial charges in e: number 1, C, carries 0.22; number 2, N, carries 0.52; number 3, O, carries -0.33; number 4, O, carries -0.31; number 5, F, carries -0.31; number 6, Br, carries 0.12; number 7, Br, carries 0.09

---

No. 4
The following is a quantum chemistry calculation of 9 unconnected molecules or ions with the total composition C42H64FN9O2 in a non-equilibrium geometry, from the OMol25 dataset.

- Electronic energy: -64815.45856 eV
- Strongest force on any atom: 1.4 eV/A
- M: 746.03 g mol⁻¹

Element x y z (Å)
O  -0.51001  -0.41805  6.02331
C  -1.00961  -0.37978  4.92920
N  -2.39074  -0.66999  4.68371
C  -2.56236  -0.87563  3.28077
O  -3.53995  -1.34277  2.76221
C  -1.31589  -0.39556  2.62788
C  -1.01347  -0.24965  1.29017
C  0.25063  0.23404  0.95809
C  0.67159  0.37792  -0.49053
C  0.10973  -0.66750  -1.42861
F  -1.04463  -0.19060  -2.06397
C  1.15890  0.59309  1.96514
C  0.85119  0.43940  3.30604
C  -0.39525  -0.07534  3.61529
H  -2.69854  -1.48798  5.20231
H  -1.74827  -0.52528  0.54099
H  1.75793  0.27023  -0.51327
H  0.44825  1.38011  -0.86120
H  -0.15244  -1.59965  -0.92216
H  0.84075  -0.90595  -2.20517
H  2.12686  0.99456  1.69201
H  1.55098  0.70975  4.08649
C  2.83909  4.46728  -3.96155
C  2.49857  3.34586  -4.93577
C  1.69616  2.21429  -4.28355
C  2.43998  1.59067  -3.18735
N  3.02053  1.10421  -2.32505
H  3.46973  4.10827  -3.14697
H  3.38015  5.26535  -4.46951
H  1.93512  4.89802  -3.52654
H  3.41710  2.93710  -5.36058
H  1.91295  3.74366  -5.76574
H  1.45382  1.44059  -5.01388
H  0.75473  2.59451  -3.88197
C  -3.14014  -1.54959  -5.08211
C  -3.45803  -0.10484  -4.71843
C  -3.33455  0.85315  -5.90877
C  -1.96953  0.86538  -6.43921
N  -0.88763  0.88266  -6.82155
H  -2.11497  -1.65814  -5.42544
H  -3.26125  -2.19716  -4.21504
H  -3.80210  -1.91459  -5.87004
H  -2.78186  0.22556  -3.92767
H  -4.47376  -0.03586  -4.32432
H  -3.58326  1.87252  -5.61017
H  -4.01690  0.56420  -6.71025
C  0.32415  2.56597  6.72142
C  0.06747  4.06751  6.68781
C  -0.24577  4.56997  5.27527
C  0.86308  4.31462  4.35479
N  1.74109  4.11974  3.64165
H  1.19713  2.29660  6.12453
H  0.50930  2.22767  7.74101
H  -0.53275  2.01436  6.33917
H  0.93432  4.60228  7.07882
H  -0.77458  4.31856  7.33362
H  -0.43847  5.63888  5.28744
H  -1.13454  4.06999  4.88271
C  3.85130  -2.44733  -0.70940
C  4.87234  -2.90472  0.32713
C  4.50046  -2.47536  1.75183
C  4.41536  -1.01995  1.85810
N  4.31027  0.11952  1.92895
H  3.78531  -1.35844  -0.75273
H  4.13073  -2.79691  -1.70309
H  2.85826  -2.84226  -0.48063
H  5.85522  -2.50362  0.07413
H  4.95647  -3.99265  0.30738
H  5.23911  -2.82932  2.47172
H  3.53207  -2.89355  2.03383
C  0.14655  8.62253  3.25778
C  0.35261  9.74811  4.26477
C  1.10865  9.29063  5.51808
C  0.38282  8.23453  6.22272
N  -0.19848  7.39545  6.74609
H  -0.46387  7.82137  3.67754
H  -0.36433  8.99246  2.36925
H  1.09942  8.19277  2.94405
H  -0.61418  10.16166  4.55739
H  0.91852  10.55725  3.80072
H  1.25420  10.12198  6.20868
H  2.09295  8.90366  5.24834
C  1.19758  -2.00486  -7.90743
C  1.61380  -3.45023  -7.65925
C  0.45372  -4.44144  -7.81395
C  -0.62243  -4.16503  -6.86274
N  -1.46528  -3.95645  -6.11206
H  0.45054  -1.66860  -7.18736
H  2.05434  -1.33699  -7.82036
H  0.77849  -1.88182  -8.90794
H  2.03421  -3.54357  -6.65598
H  2.39799  -3.73487  -8.36230
H  0.79656  -5.46143  -7.64617
H  0.04083  -4.39090  -8.82317
C  -1.46650  -9.91580  -6.26034
C  -1.71711  -8.42130  -6.09924
C  -1.70205  -7.66670  -7.43351
C  -0.40768  -7.78991  -8.10715
N  0.61351  -7.88618  -8.62123
H  -0.47917  -10.10969  -6.68186
H  -1.51701  -10.41866  -5.29491
H  -2.21114  -10.37136  -6.91587
H  -0.96502  -7.99125  -5.43543
H  -2.68704  -8.25922  -5.62726
H  -1.90290  -6.60630  -7.27169
H  -2.47179  -8.05523  -8.10283
C  -2.15023  -0.29793  8.90657
C  -3.45320  -1.07997  9.01706
C  -3.94071  -1.23991  10.46221
C  -2.97081  -1.96533  11.28405
N  -2.21230  -2.53595  11.92765
H  -1.33515  -0.80966  9.42035
H  -1.85805  -0.18452  7.86265
H  -2.25638  0.69829  9.34292
H  -3.32583  -2.06924  8.57185
H  -4.23388  -0.57133  8.44790
H  -4.88352  -1.78761  10.49278
H  -4.10819  -0.26150  10.91595

Results of the Löwdin charge analysis, in e, for atoms 1 through 99: number 1, O, carries 0.10; number 2, C, carries -0.38; number 3, N, carries 0.18; number 4, C, carries -0.38; number 5, O, carries 0.12; number 6, C, carries -0.09; number 7, C, carries 0.05; number 8, C, carries -0.18; number 9, C, carries -0.14; number 10, C, carries -0.19; number 11, F, carries -0.07; number 12, C, carries -0.01; number 13, C, carries 0.02; number 14, C, carries -0.09; number 15, H, carries 0.15; number 16, H, carries 0.13; number 17, H, carries 0.07; number 18, H, carries 0.13; number 19, H, carries 0.12; number 20, H, carries 0.11; number 21, H, carries 0.08; number 22, H, carries 0.12; number 23, C, carries -0.11; number 24, C, carries -0.26; number 25, C, carries -0.18; number 26, C, carries -0.21; number 27, N, carries 0.18; number 28, H, carries 0.07; number 29, H, carries 0.07; number 30, H, carries 0.08; number 31, H, carries 0.11; number 32, H, carries 0.11; number 33, H, carries 0.10; number 34, H, carries 0.12; number 35, C, carries -0.13; number 36, C, carries -0.26; number 37, C, carries -0.19; number 38, C, carries -0.22; number 39, N, carries 0.15; number 40, H, carries 0.03; number 41, H, carries 0.07; number 42, H, carries 0.07; number 43, H, carries 0.09; number 44, H, carries 0.11; number 45, H, carries 0.12; number 46, H, carries 0.12; number 47, C, carries -0.11; number 48, C, carries -0.26; number 49, C, carries -0.20; number 50, C, carries -0.24; number 51, N, carries 0.15; number 52, H, carries 0.07; number 53, H, carries 0.08; number 54, H, carries 0.06; number 55, H, carries 0.11; number 56, H, carries 0.11; number 57, H, carries 0.06; number 58, H, carries 0.12; number 59, C, carries -0.11; number 60, C, carries -0.26; number 61, C, carries -0.18; number 62, C, carries -0.22; number 63, N, carries 0.17; number 64, H, carries 0.05; number 65, H, carries 0.07; number 66, H, carries 0.07; number 67, H, carries 0.11; number 68, H, carries 0.11; number 69, H, carries 0.12; number 70, H, carries 0.12; number 71, C, carries -0.10; number 72, C, carries -0.26; number 73, C, carries -0.18; number 74, C, carries -0.21; number 75, N, carries 0.17; number 76, H, carries 0.06; number 77, H, carries 0.07; number 78, H, carries 0.08; number 79, H, carries 0.11; number 80, H, carries 0.11; number 81, H, carries 0.12; number 82, H, carries 0.12; number 83, C, carries -0.11; number 84, C, carries -0.25; number 85, C, carries -0.19; number 86, C, carries -0.22; number 87, N, carries 0.17; number 88, H, carries 0.05; number 89, H, carries 0.07; number 90, H, carries 0.08; number 91, H, carries 0.11; number 92, H, carries 0.11; number 93, H, carries 0.09; number 94, H, carries 0.13; number 95, C, carries -0.11; number 96, C, carries -0.26; number 97, C, carries -0.18; number 98, C, carries -0.25; number 99, N, carries 0.15